This record from the Open Molecules 2025 dataset describes a cluster of 2 separate species, C18H12NO5S in total at a distorted geometry. The level of theory is ωB97M-V/def2-TZVPD.

The calculation puts the largest force on an atom at 0.0435 Eh/bohr. Its net charge is -1. The total energy comes out at -1522.29113 hartree.

```
37
Properties=species:S:1:pos:R:3:forces:R:3:lowdin_charge:R:1
C -0.1576 -1.6895 1.3054 0.42 -0.78 1.00 0.06
C 1.1260 -1.3341 1.4341 -0.40 0.17 0.45 0.07
C 1.8285 -1.6236 0.1785 0.37 -0.29 -1.27 -0.41
O 2.9677 -1.4305 -0.1754 -1.53 -0.28 0.51 0.13
O 0.8826 -2.2463 -0.6639 0.49 0.17 -0.04 0.09
C -0.3554 -2.3523 0.0024 0.29 -0.38 -1.36 -0.39
O -1.2682 -2.9362 -0.5182 0.98 0.81 0.90 0.16
H -0.9413 -1.7693 2.0419 0.13 0.49 -0.08 0.08
H 1.6487 -0.9349 2.3011 -0.32 -0.01 -0.21 0.13
C -6.6673 2.0647 1.5158 0.16 0.03 0.01 -0.10
C -6.6999 1.5610 2.8169 0.07 -0.03 -0.17 -0.09
C -5.6027 0.8773 3.3378 0.11 0.21 -0.29 -0.05
C -4.4619 0.7220 2.5476 -0.16 -0.10 -0.17 -0.28
S -3.1425 -0.3697 3.0691 1.42 1.39 -0.87 0.67
C -1.7960 0.7000 3.4765 -1.20 0.42 0.24 -0.21
C -0.8331 0.5209 4.4969 -0.70 -0.45 -0.52 -0.31
C -0.1860 1.6370 5.1227 0.01 -0.47 -0.24 -0.06
C 0.9397 1.4505 5.8894 -0.08 0.01 -0.36 -0.07
C 1.4337 0.1508 6.0894 0.71 -0.15 0.56 -0.28
C 2.6751 -0.0220 6.8035 1.43 -0.35 0.80 -0.23
N 3.6925 -0.1690 7.3702 -1.94 0.31 -1.06 0.09
C 0.7263 -0.9690 5.6040 0.17 0.09 -0.01 -0.06
C -0.4150 -0.7903 4.8577 0.50 -0.06 0.27 -0.07
O -3.6951 -1.0589 4.2032 0.04 -1.00 0.54 -0.34
O -2.8178 -1.1149 1.8409 -0.71 0.01 1.10 -0.37
C -4.4161 1.2194 1.2507 -0.26 0.25 0.06 -0.07
C -5.5150 1.9074 0.7439 -0.05 -0.05 0.07 -0.09
H -7.5393 2.5712 1.0949 0.27 -0.13 0.18 0.10
H -7.5947 1.6751 3.4220 0.09 -0.01 -0.07 0.10
H -5.6499 0.4475 4.3311 0.16 -0.01 -0.09 0.11
H -2.1088 1.7225 3.2857 -0.01 -0.03 -0.14 0.06
H -0.5799 2.6277 4.9290 0.09 0.00 0.00 0.10
H 1.4879 2.3073 6.2876 -0.21 -0.29 0.00 0.11
H 1.1379 -1.9684 5.7805 -0.26 0.35 0.04 0.11
H -0.9532 -1.6535 4.4722 0.08 0.16 0.04 0.10
H -3.5409 1.0410 0.6354 -0.08 -0.01 0.10 0.11
H -5.4719 2.2891 -0.2718 -0.09 -0.02 0.10 0.10
```
Forces are in eV/Å.

=====

This record from the Open Molecules 2025 dataset describes a structure of composition C34H94AlF2N10O16S2 at a distorted geometry. The level of theory is ωB97M-V/def2-TZVPD.

The value obtained for the relative energy (zero: lowest compared OMol25 entry of this formula, charge and spin) is 270.1 kJ/mol. The calculation puts the largest force on an atom at 0.1382 Eh/bohr. Its net charge is +1. The total energy comes out at -4340.95537 hartree.

```
159
Properties=species:S:1:pos:R:3:forces:R:3:lowdin_charge:R:1
Al -3.3373 2.9476 1.3484 1.20 -0.50 -0.01 1.18
N -1.1154 1.2054 0.7535 0.12 -2.14 -2.24 -0.25
S 0.3570 1.0798 1.1907 4.76 2.34 4.73 0.41
O 1.3573 1.3951 0.2029 -0.69 -0.63 -0.03 -0.27
O 0.6319 0.0586 2.1715 -0.30 0.07 -1.24 -0.25
F 0.4266 2.3841 2.1175 -0.46 -0.21 -0.20 -0.19
S -1.0258 -0.0831 -0.3273 -5.79 -0.73 -1.67 0.58
O -1.1332 -1.4284 0.1754 1.01 1.58 0.10 -0.25
O -0.4320 0.1405 -1.6113 0.78 0.07 1.09 -0.29
F -2.5762 0.1958 -0.7217 0.19 -0.17 0.06 -0.21
N -0.9935 4.8134 4.3282 -0.91 0.99 1.70 -0.57
O -1.3211 4.1807 5.3445 0.04 -0.52 -0.86 0.07
O -1.2527 4.4164 3.1829 -0.19 -0.63 -0.77 -0.01
O -0.5018 5.9228 4.4664 0.55 -0.02 -0.41 0.14
C 4.7464 0.4318 -2.1239 0.28 -0.79 -0.28 -0.04
C 3.3997 -0.3275 -2.1705 1.32 1.30 -1.20 -0.38
C 3.1588 -1.0206 -0.8052 -1.04 -0.01 -0.41 -0.14
O 1.8561 -1.5594 -0.7262 -0.34 0.38 0.20 -0.18
C 1.5705 -2.7168 -1.4873 1.56 -0.45 -0.34 -0.06
N 2.3956 0.6641 -2.5551 0.16 -1.19 1.62 0.15
H 4.8666 1.1760 -1.3350 -0.41 0.00 0.07 0.07
H 4.8733 0.9270 -3.0859 0.01 0.07 0.03 0.08
H 5.5789 -0.2692 -2.0280 -0.03 -0.04 0.07 0.09
H 3.5037 -1.0852 -2.9523 -0.32 -0.13 0.01 0.14
H 3.2371 -0.2185 -0.0718 -0.12 -0.33 0.33 0.12
H 3.9319 -1.7836 -0.6824 0.03 -0.07 0.07 0.14
H 1.7062 -2.5977 -2.5700 -0.17 0.55 -0.06 0.09
H 0.5727 -3.1126 -1.3291 0.00 0.28 0.50 0.08
H 2.3476 -3.4499 -1.2413 -0.35 -0.41 0.17 0.10
H 1.4854 0.2272 -2.4352 -0.18 0.18 -0.36 0.04
H 2.4448 1.3125 -1.7679 -0.27 0.58 -0.42 0.06
C -0.8253 -2.1485 -4.3664 -0.96 0.14 0.11 -0.03
C 0.1014 -1.0423 -4.8882 0.14 -0.80 0.60 -0.38
C 0.3577 -1.1767 -6.3850 0.93 0.87 -0.80 -0.20
O 1.2474 -2.2470 -6.6010 0.09 -0.73 0.88 -0.19
C 1.7781 -2.3466 -7.9022 -0.39 0.37 -0.02 -0.10
N -0.4018 0.2719 -4.4850 -0.19 -0.39 -0.90 0.12
H -0.9581 -2.0709 -3.2839 0.38 -0.10 0.08 0.06
H -0.5439 -3.1673 -4.6309 0.29 0.10 -0.06 0.09
H -1.8392 -1.9708 -4.7397 0.13 -0.11 -0.28 0.06
H 1.0652 -1.2208 -4.4060 0.19 0.31 -0.14 0.12
H 0.8519 -0.2691 -6.7570 -0.02 0.27 0.28 0.13
H -0.5223 -1.2663 -7.0348 -0.38 -0.30 0.37 0.12
H 2.4782 -1.5313 -8.1113 -0.20 0.22 -0.08 0.09
H 0.9323 -2.3372 -8.5959 0.29 -0.01 -0.41 0.09
H 2.3489 -3.2662 -8.0090 -0.25 -0.16 0.23 0.09
H -1.3516 0.3232 -4.8523 0.02 0.37 0.19 0.06
H -0.4616 0.3538 -3.4767 0.07 -0.08 -0.24 0.02
C -5.4702 -1.4172 -2.4648 -0.37 -0.06 0.41 -0.05
C -4.3224 -0.6792 -3.1513 -0.73 0.27 0.17 -0.40
C -4.3176 -0.9153 -4.6633 -0.32 -0.96 -0.29 -0.20
O -3.3357 -0.1359 -5.3015 0.67 0.74 0.66 -0.25
C -3.3333 -0.1456 -6.7012 -0.27 -0.91 -0.90 -0.10
N -4.5151 0.7562 -2.9015 0.01 0.40 -0.42 0.04
H -5.3798 -2.5029 -2.5017 -0.09 0.02 -0.38 0.09
H -6.4511 -1.0832 -2.8147 0.08 -0.27 -0.57 0.09
H -5.5655 -1.1864 -1.4009 0.66 0.20 0.03 0.06
H -3.3945 -0.9904 -2.6702 0.17 0.04 -0.33 0.12
H -5.2831 -0.6860 -5.1327 -0.25 0.19 0.38 0.13
H -4.1851 -1.9895 -4.8508 0.33 -0.03 -0.13 0.13
H -4.2378 0.2789 -7.1467 -0.12 0.07 0.23 0.10
H -3.2368 -1.1736 -7.0710 -0.14 -0.07 0.01 0.10
H -2.4781 0.3770 -7.1282 0.08 0.30 0.55 0.09
H -3.7968 1.2277 -3.4447 0.17 -0.09 -0.05 0.04
H -5.3532 0.9941 -3.4336 -0.18 0.15 0.29 0.10
C -2.7137 -4.6400 0.1883 0.52 0.08 -0.79 -0.06
C -1.7483 -4.7232 1.3740 -1.17 0.12 -0.05 -0.43
C -1.6599 -6.1672 1.8665 1.05 1.34 0.43 -0.19
O -1.4129 -6.0953 3.2733 -0.01 -0.67 -0.38 -0.19
C -1.2848 -7.4072 3.7921 -0.08 -0.12 0.94 -0.12
N -0.4686 -4.1304 1.0485 0.25 -0.17 -0.10 0.10
H -2.7489 -3.6471 -0.2689 -0.18 0.23 0.44 0.05
H -3.7184 -4.9887 0.4215 0.00 0.15 0.21 0.08
H -2.3654 -5.2385 -0.6601 0.15 -0.34 0.24 0.09
H -2.1739 -4.1602 2.2180 -0.34 -0.05 0.03 0.14
H -0.7594 -6.5814 1.4023 -0.30 -0.52 -0.27 0.13
H -2.5752 -6.7115 1.6316 0.04 -0.20 0.07 0.13
H -2.2616 -7.8443 4.0219 -0.13 -0.07 -0.44 0.09
H -0.7867 -7.3824 4.7627 0.20 0.34 -0.12 0.09
H -0.7085 -8.0711 3.1453 -0.05 0.06 -0.16 0.09
H 0.1207 -4.0871 1.8729 0.08 -0.09 -0.04 0.07
H -0.5996 -3.1790 0.7207 0.12 -0.20 0.07 0.02
C 4.6673 -3.5116 3.9991 1.11 -0.38 0.49 -0.07
C 3.2219 -3.8661 4.3080 -0.13 1.65 -0.47 -0.43
C 2.4072 -2.5526 4.3475 0.67 0.71 0.01 -0.21
O 2.8169 -1.8113 5.4862 -0.31 -0.37 0.34 -0.17
C 2.1050 -0.6204 5.6842 -0.41 -0.06 0.25 -0.12
N 2.7004 -4.7690 3.3079 -0.75 -0.14 -0.07 0.05
H 5.3169 -4.3865 3.9128 -0.23 -0.23 0.48 0.08
H 5.0549 -2.8697 4.7908 0.06 -0.07 0.01 0.08
H 4.9181 -3.0059 3.0609 -0.96 0.26 -0.14 0.08
H 3.0837 -4.2647 5.3150 0.42 -0.40 -0.12 0.15
H 1.3276 -2.7407 4.3116 -0.14 -0.09 0.38 0.12
H 2.6370 -1.8922 3.5001 -0.06 -0.37 -0.48 0.12
H 1.0480 -0.7952 5.9291 -0.05 -0.31 -0.12 0.08
H 2.1151 0.0250 4.8027 0.23 0.06 -0.06 0.08
H 2.5007 -0.1167 6.5656 0.33 0.08 -0.22 0.10
H 2.6768 -4.2617 2.4302 0.21 -0.10 -0.30 0.07
H 1.7156 -4.9177 3.5234 0.04 -0.38 -0.02 0.06
C -1.8475 3.1379 -3.6716 -0.91 1.63 -0.39 -0.04
C -1.9415 3.0762 -2.1412 0.99 -1.28 0.12 -0.41
C -1.0384 4.1504 -1.5300 -0.68 0.80 -0.97 -0.18
O -1.1763 4.2898 -0.1345 -0.75 -0.19 -0.41 -0.26
C -0.0456 4.8775 0.4827 0.43 0.10 0.64 -0.07
N -3.2892 3.2002 -1.5992 -1.20 -0.10 -1.02 0.06
H -2.0867 4.1523 -4.0212 0.33 0.23 0.21 0.09
H -2.6461 2.6107 -4.1936 0.29 -0.75 0.19 0.07
H -0.8647 2.8979 -4.0745 -0.03 -0.38 0.17 0.08
H -1.5815 2.0679 -1.9255 -0.05 0.27 0.56 0.09
H -1.3940 5.0723 -2.0162 -0.07 0.27 0.26 0.14
H -0.0091 4.0955 -1.8933 0.16 -0.57 0.46 0.12
H 0.5538 4.0287 0.8203 0.52 0.72 -0.08 0.07
H -0.3634 5.4672 1.3451 -0.20 -0.37 0.03 0.08
H 0.4810 5.5948 -0.1510 0.05 -0.42 -0.39 0.10
H -3.7663 3.8995 -2.1788 0.21 0.87 0.79 0.11
H -3.8853 2.4164 -1.9228 0.65 -0.58 0.89 0.04
C -1.6191 0.5743 5.3733 0.00 0.09 0.01 -0.04
C -2.2609 0.9448 4.0434 -0.15 -1.24 -0.24 -0.43
C -2.8203 -0.3266 3.3979 0.56 1.07 -0.61 -0.17
O -3.4564 0.0529 2.1673 -0.42 -0.75 0.25 -0.28
C -4.1207 -1.0825 1.6341 -1.26 -0.68 0.17 -0.10
N -3.2741 2.0115 4.2393 1.18 -0.70 -0.06 0.08
H -0.7071 0.0015 5.1927 -0.15 -0.12 0.10 0.07
H -2.3223 0.0038 5.9831 0.10 -0.07 0.08 0.10
H -1.3332 1.4759 5.9181 -0.08 -0.10 0.06 0.07
H -1.4610 1.2444 3.3666 -0.15 0.69 0.05 0.09
H -3.4878 -0.8831 4.0609 -0.26 0.11 -0.07 0.13
H -1.9701 -0.9583 3.1243 0.04 -0.20 0.26 0.13
H -4.8408 -0.7951 0.8699 0.39 0.29 -0.24 0.08
H -4.7408 -1.5879 2.3859 -0.04 0.41 0.37 0.10
H -3.5139 -1.9211 1.2844 0.72 0.56 -0.30 0.07
H -2.7144 2.6061 4.8504 -0.56 0.97 -0.29 0.05
H -3.9710 1.6178 4.8705 -0.42 0.14 -0.33 0.11
C 4.9306 5.3591 -2.5465 0.52 0.94 0.46 -0.06
C 3.9086 4.2246 -2.3741 1.81 -0.20 0.04 -0.43
C 3.6087 3.9970 -0.8951 -1.09 -0.35 -0.33 -0.22
O 4.6581 3.3234 -0.2395 0.08 0.10 -0.28 -0.18
C 4.3093 2.9341 1.0734 0.34 1.16 0.59 -0.09
N 2.7477 4.5613 -3.1621 -0.82 0.31 0.01 0.06
H 4.5483 6.2861 -2.1067 -0.53 0.01 -0.35 0.08
H 5.2458 5.5826 -3.5676 -0.49 -0.23 -0.21 0.08
H 5.8889 5.3224 -2.0205 -0.16 -1.06 0.21 0.08
H 4.3566 3.2860 -2.7222 0.14 -0.01 -0.02 0.12
H 2.7199 3.3542 -0.8207 -0.24 0.07 -0.05 0.09
H 3.3287 4.9521 -0.4355 0.27 0.06 0.28 0.13
H 3.9858 3.8150 1.6423 -0.19 0.08 -0.03 0.09
H 5.2212 2.6283 1.5833 -0.06 -0.46 -0.22 0.10
H 3.5015 2.2088 1.1485 0.07 -0.33 -0.32 0.06
H 3.0225 4.8134 -4.1024 0.06 0.15 0.06 0.08
H 2.0558 3.8273 -3.2613 0.23 -0.27 0.24 0.06
C 1.2661 2.5141 5.8620 -0.16 0.27 0.13 -0.10
C 1.0801 2.4593 7.3692 0.98 1.00 1.22 -0.29
O 2.3203 2.7230 8.0598 0.26 -0.21 -0.33 -0.09
H 0.4978 1.9166 5.3733 0.40 0.13 -0.32 0.04
H 2.2753 2.2338 5.5581 -0.13 -0.59 0.14 0.08
H 1.1895 3.5475 5.5193 -0.28 0.02 0.07 0.07
H 0.7534 1.5343 7.8470 -0.23 -0.23 -0.68 0.11
H 0.4347 3.2641 7.7359 -0.57 -0.25 -0.46 0.11
H 2.8510 3.2873 7.4893 0.05 0.07 0.15 0.07
```
Forces are in eV/Å.

=====

This record from the Open Molecules 2025 dataset describes a cluster of 2 separate species, C5H13N in total at a distorted geometry. The level of theory is ωB97M-V/def2-TZVPD.

The value obtained for the relative energy (zero: lowest compared OMol25 entry of this formula, charge and spin) is 241.9 kJ/mol. The calculation puts the largest force on an atom at 0.0689 Eh/bohr. Its net charge is +1. The total energy comes out at -252.66093 hartree. As for the multiplicity: 2.

```
19
Properties=species:S:1:pos:R:3:forces:R:3:lowdin_charge:R:1
C -4.2161 -0.6318 -0.7118 1.77 1.15 0.85 -0.10
C -2.8934 -0.2190 -1.3772 -0.79 -1.14 -0.78 -0.23
C -1.6512 -0.6706 -1.1321 -1.53 1.16 -0.36 -0.04
H -4.8238 0.2915 -0.6990 -0.32 -0.85 -0.47 0.08
H -4.6583 -1.5405 -1.0991 -0.38 0.16 -0.22 0.07
H -3.9665 -0.7486 0.3459 -0.23 -0.52 0.03 0.06
H -3.0937 0.3670 -2.2798 0.59 0.75 0.60 0.09
H -0.8716 -0.0399 -1.5450 0.45 -0.83 -0.34 0.03
H -1.5189 -1.5790 -0.5738 0.50 0.13 0.71 0.05
C 2.2878 -0.0859 -0.1073 0.78 2.38 -1.66 0.00
N 2.5020 1.0798 0.7647 -0.55 -2.66 2.28 0.09
C 3.4698 0.8539 1.8032 0.22 0.59 1.37 -0.03
H 1.8211 0.4004 -0.9843 -0.04 -0.88 -0.02 0.12
H 3.2931 -0.4470 -0.3769 -0.66 -0.30 0.16 0.12
H 1.6041 -0.8166 0.3288 0.05 0.09 0.24 0.13
H 1.6533 1.4945 1.1600 -0.02 0.57 -0.74 0.18
H 4.4992 0.8031 1.4613 -0.06 -0.36 -0.25 0.12
H 3.1597 -0.0499 2.3766 0.23 -0.31 -0.89 0.15
H 3.4034 1.5387 2.6457 0.00 0.86 -0.51 0.11
```
Forces are in eV/Å.

=====

This record from the Open Molecules 2025 dataset describes an isolated molecule of C6H11N at a distorted geometry. The level of theory is ωB97M-V/def2-TZVPD.

The value obtained for the relative energy (zero: lowest compared OMol25 entry of this formula, charge and spin) is 184.4 kJ/mol. As for the SMILES: CC(C)[C@@H](C)C#N. The calculation puts the largest force on an atom at 0.0869 Eh/bohr. The total energy comes out at -289.90145 hartree.

```
18
Properties=species:S:1:pos:R:3:forces:R:3:lowdin_charge:R:1
C 1.7269 -0.5112 0.1195 -0.33 -0.64 -1.80 -0.09
C 0.5573 0.3997 0.4164 -0.17 -0.08 -0.10 -0.42
C 0.6362 1.6039 -0.5246 -0.19 0.10 -0.07 -0.07
C -0.5467 -0.6573 0.1438 -0.19 0.06 0.07 -0.39
C -1.8633 -0.5146 0.8733 -0.25 0.09 0.08 -0.05
C -0.7328 -0.7541 -1.3172 -2.18 0.22 -0.24 -0.25
N -1.3215 -0.7579 -2.3123 0.94 -0.10 0.12 0.18
H 1.1691 -0.9239 -1.0163 3.07 0.04 3.25 0.16
H 1.8936 -1.1481 1.0313 -0.25 -0.33 -1.52 0.10
H 2.6924 -0.0936 -0.1610 -0.13 0.43 0.07 0.07
H 0.4050 0.7381 1.4520 0.45 -0.20 -0.14 0.14
H 1.2068 2.4148 -0.0602 -0.09 -0.15 0.00 0.08
H -0.3342 1.9991 -0.8249 -0.08 0.03 0.08 0.08
H 1.1741 1.3206 -1.4378 -0.21 0.04 0.09 0.08
H -0.1185 -1.6308 0.4189 -0.20 0.24 0.16 0.13
H -2.5368 -1.3256 0.5892 -0.04 0.16 0.01 0.09
H -1.6700 -0.6037 1.9478 -0.08 0.14 -0.13 0.09
H -2.3374 0.4447 0.6620 -0.07 -0.05 0.06 0.09
```
Forces are in eV/Å.

=====

This record from the Open Molecules 2025 dataset describes the ion C3H7INO2P2 with charge -1 at a distorted geometry. The level of theory is ωB97M-V/def2-TZVPD.

The value obtained for the relative energy (zero: lowest compared OMol25 entry of this formula, charge and spin) is 62.4 kJ/mol. The calculation puts the largest force on an atom at 0.0947 Eh/bohr. Its net charge is -1. The total energy comes out at -1304.16405 hartree.

```
16
Properties=species:S:1:pos:R:3:forces:R:3:lowdin_charge:R:1
C 1.8811 0.7634 1.7233 0.53 -0.67 -1.77 -0.82
C 0.5510 2.2785 -0.0574 0.59 -4.82 -0.39 -0.09
C 0.6411 0.8717 0.8627 -1.58 0.76 -1.86 -0.71
N 0.2748 -0.3782 0.3125 1.67 1.34 -0.33 -0.71
O 2.2959 -0.4335 1.8299 -0.03 -0.14 0.72 -0.26
O 2.4917 1.7558 1.9978 0.74 2.00 1.03 0.03
P 1.0861 -1.7960 1.0877 -1.98 -0.38 0.62 0.72
P -1.0254 -0.5709 -0.7754 -0.78 1.82 1.11 0.72
I -0.9609 1.3367 2.4569 -0.51 0.05 0.61 0.59
H -0.1686 2.0451 -0.8561 0.29 0.41 0.27 0.02
H 1.5273 2.5742 -0.4134 0.25 -0.19 -0.12 0.06
H 0.1970 2.9161 0.6427 -1.04 2.48 1.56 -0.05
H -0.0463 -2.5387 0.4891 -0.04 -0.30 0.17 -0.19
H 0.1858 -1.5384 2.2492 1.04 -0.88 -0.41 -0.07
H -0.4566 -1.5796 -1.4725 0.10 -1.42 -0.59 -0.15
H -2.0154 -1.2492 0.0643 0.75 -0.07 -0.62 -0.10
```
Forces are in eV/Å.